Computed, not measured: an isolated molecule of C21H32ClN3O4S, with ωB97M-V with the def2-TZVPD basis set.

Geometry (Å):
C 5.858 1.674 -1.702
C 6.274 0.301 -1.159
N 5.305 -0.480 -0.425
C 4.903 -0.016 0.883
C 3.655 0.878 0.871
N 2.591 0.165 0.191
S 1.057 0.803 0.349
O 0.927 1.361 1.661
O 0.719 1.628 -0.777
C 0.065 -0.688 0.242
C -0.924 -0.762 -0.722
C -1.750 -1.877 -0.788
O -2.785 -2.029 -1.658
C -3.126 -0.970 -2.526
C -3.764 0.269 -1.863
O -4.065 1.227 -2.541
N -3.951 0.161 -0.542
C -4.534 1.186 0.311
C -3.761 2.506 0.229
C -2.359 2.380 0.814
C -2.403 1.866 2.249
C -3.140 0.532 2.316
C -4.554 0.669 1.749
C -1.553 -2.944 0.113
C -2.441 -4.143 0.022
C -0.552 -2.852 1.062
C 0.252 -1.721 1.140
Cl 1.463 -1.592 2.342
C 2.934 -0.174 -1.172
C 4.197 -1.052 -1.152
H 6.698 2.113 -2.235
H 5.025 1.588 -2.394
H 5.580 2.347 -0.895
H 6.603 -0.321 -1.998
H 7.133 0.434 -0.495
H 4.673 -0.903 1.486
H 5.734 0.516 1.347
H 3.857 1.835 0.371
H 3.310 1.081 1.885
H -1.027 0.079 -1.390
H -3.867 -1.393 -3.210
H -2.270 -0.636 -3.122
H -3.714 -0.707 -0.089
H -5.562 1.365 -0.036
H -4.324 3.258 0.785
H -3.709 2.821 -0.813
H -1.865 3.352 0.788
H -1.757 1.703 0.208
H -1.383 1.748 2.617
H -2.916 2.594 2.883
H -3.199 0.188 3.351
H -2.574 -0.216 1.755
H -5.116 1.377 2.360
H -5.075 -0.292 1.791
H -3.480 -3.854 0.171
H -2.167 -4.886 0.764
H -2.371 -4.582 -0.971
H -0.397 -3.659 1.761
H 3.082 0.735 -1.768
H 2.094 -0.730 -1.596
H 3.934 -1.994 -0.656
H 4.511 -1.270 -2.174

Forces on atoms 1 to 3 (eV/Å):
0.075 -0.270 0.112
0.074 0.110 -0.084
-0.016 0.015 0.003

SMILES = CCN1CCN(S(=O)(=O)c2cc(OCC(=O)NC3CCCCC3)c(C)cc2Cl)CC1
Frontier orbital gap = 8.815 eV
Highest occupied orbital energy = -8.323 eV
M = 458.02 g/mol
E_tot = -2143.02622 a.u.